1.
ORCA calculation (wB97M-V/def2-TZVPD) on a molecular structure, C44H44AsF5N7Ru.

```
102
Properties=species:S:1:pos:R:3:forces:R:3
Ru 0.1855 -0.9728 0.0591 0.009 1.762 -1.247
As -2.4210 -0.6743 -0.0578 -0.151 -0.508 0.597
F 1.0784 -3.5380 -0.7725 0.017 -0.031 -0.051
F 0.2678 -4.8466 1.6413 0.045 0.010 0.046
F 2.1487 -3.7997 1.5364 0.036 0.059 0.039
F 0.4879 -2.9354 2.6205 -0.034 0.037 0.017
F -0.9606 -3.3723 0.0607 0.166 -0.109 -0.200
N 0.8528 5.3034 -0.3481 -0.001 -0.059 -0.027
N 0.2619 -0.1175 1.9947 -0.115 -0.364 0.498
N 1.3744 -0.0604 2.7636 0.007 -0.122 -0.234
N 0.7086 2.4344 -0.4840 -0.184 -0.046 0.140
N 2.0554 -0.5730 0.0368 1.181 -0.556 0.212
N 1.4192 -1.2163 -2.6913 -0.118 0.403 0.215
N 0.2304 -1.2567 -2.0282 -0.012 -0.978 -0.290
C -5.4033 -1.7386 2.6905 0.017 -0.006 0.021
C 0.3550 3.2573 -1.6256 0.151 0.037 -0.005
C 3.8149 0.8754 -0.8326 -0.057 -0.050 0.027
C 0.1965 -2.6851 -3.7784 0.122 0.002 -0.106
C -0.1196 1.1932 3.7843 0.052 0.030 0.026
C -3.3335 -1.3242 1.5263 -0.200 0.160 -0.081
C -4.6966 -2.3397 3.7272 -0.010 0.006 -0.012
C -0.6462 0.6374 2.6194 0.143 0.038 -0.138
C 4.8231 1.9400 -4.3397 0.008 -0.011 -0.002
C -3.7400 -1.1101 -2.6549 -0.073 -0.026 0.014
C -3.3166 -2.4391 3.6589 -0.001 -0.008 -0.012
C -0.4947 -2.1745 -2.6912 -0.105 0.363 0.134
C 1.6604 3.1019 0.3836 0.027 -0.076 0.072
C -3.4523 -1.6350 -1.3978 -0.001 0.109 -0.092
C 2.5560 -0.7901 2.4395 -0.173 0.086 0.059
C -2.6345 -1.9299 2.5593 -0.011 -0.025 0.065
C 3.0620 0.3864 -3.4321 -0.032 -0.063 0.074
C 4.4812 1.4823 -1.8749 0.022 0.053 -0.056
C 5.3506 -2.5172 4.3411 -0.002 0.020 0.004
C -4.4191 -1.8762 -3.5911 -0.003 -0.034 0.005
C -2.9204 1.8462 -1.3990 0.037 0.066 -0.002
C 0.3559 -2.9489 0.2096 -0.387 -0.320 0.967
C 0.8269 -3.6430 1.5316 -0.010 -0.153 -0.282
C 4.0992 -1.6664 0.8594 -0.038 0.050 -0.064
C 2.9063 -0.9826 1.1096 -0.157 0.106 -0.083
C 4.8898 -2.1231 1.8899 0.016 -0.037 0.050
C 3.3337 -1.2840 3.4825 -0.047 0.045 -0.077
C 4.1128 1.2571 -3.2042 0.040 0.048 0.015
C -4.0742 3.7499 -0.4870 -0.005 0.014 -0.010
C 2.4120 -0.2518 -2.3776 -0.142 -0.258 -0.181
C -3.4413 3.1240 -1.5531 0.069 0.044 0.002
C -3.0667 1.1584 -0.1944 0.040 0.040 -0.069
C 1.1794 4.4655 0.8637 -0.038 0.056 -0.046
C -4.7258 -1.2387 1.5917 -0.012 -0.003 -0.023
C -4.8000 -3.1749 -3.2842 -0.002 0.018 -0.026
C 1.4157 -2.0494 -3.7424 0.023 -0.024 -0.128
C -3.8300 -2.9403 -1.0937 0.018 -0.035 -0.056
C -4.5011 -3.7049 -2.0381 0.009 -0.022 0.047
C 1.1725 0.7219 3.8404 0.025 0.035 0.016
C -4.1861 3.0895 0.7283 -0.004 -0.017 0.028
C -0.1723 4.6305 -1.2316 0.026 0.079 0.059
C 4.5183 -1.9506 3.2259 0.060 -0.030 -0.015
C -3.6953 1.7975 0.8728 -0.010 0.017 -0.049
C 2.7540 -0.0164 -1.0538 -0.045 0.360 0.207
H 4.7620 1.3532 -5.2549 -0.006 0.006 0.000
H -0.3871 2.7572 -2.2412 -0.070 -0.033 0.007
H -3.8457 1.2800 1.8119 0.007 -0.024 0.007
H 0.5253 6.2274 -0.0660 -0.024 0.004 0.018
H 4.3925 -1.8528 -0.1658 -0.013 0.014 0.001
H -5.2871 -0.7970 0.7759 0.011 0.016 -0.003
H -3.6027 -3.3713 -0.1273 -0.005 0.014 0.008
H 1.7103 5.4502 -0.8859 0.000 0.019 -0.012
H -0.3508 5.2867 -2.0823 0.006 -0.043 -0.031
H -2.4306 1.3762 -2.2429 0.080 0.035 0.040
H -5.3310 -3.7709 -4.0144 0.009 -0.001 0.004
H 1.9265 5.0047 1.4437 0.019 -0.034 0.015
H 5.2166 -1.9547 5.2640 -0.005 -0.008 0.000
H -4.7924 -4.7177 -1.7929 -0.004 0.006 -0.003
H 4.1308 1.0685 0.1846 -0.009 -0.023 0.017
H 5.3126 2.1432 -1.6575 0.003 -0.011 -0.008
H -0.1344 -3.4295 -4.4802 -0.003 0.006 0.008
H -4.4997 4.7378 -0.6097 0.004 -0.010 0.003
H 5.8759 2.0932 -4.1064 -0.004 0.000 0.003
H -5.2272 -2.7379 4.5821 0.004 0.001 -0.006
H -1.4787 -2.4380 -2.3484 0.048 -0.052 0.043
H -4.6904 3.5647 1.5598 0.005 0.000 -0.002
H 5.8039 -2.6544 1.6558 -0.001 0.000 0.016
H -0.1103 2.1516 0.0490 -0.092 0.051 -0.111
H -3.3702 3.6223 -2.5132 -0.001 -0.006 0.015
H -3.4489 -0.1070 -2.9272 -0.045 -0.041 0.007
H -1.6337 0.7435 2.2108 -0.056 0.012 0.015
H -1.0828 4.5519 -0.6385 -0.061 -0.016 -0.008
H 6.4087 -2.5058 4.0839 -0.003 -0.002 0.000
H 2.9903 -1.1645 4.5027 0.020 0.000 0.003
H 5.0710 -3.5536 4.5392 -0.003 0.002 -0.013
H 2.2780 -2.1234 -4.3836 -0.021 -0.024 -0.001
H 4.3870 2.9196 -4.5473 -0.002 -0.005 0.008
H -4.6491 -1.4567 -4.5616 -0.004 -0.001 0.003
H 2.6029 3.2157 -0.1624 0.004 -0.009 0.012
H 1.9621 0.8925 4.5521 -0.018 0.001 0.001
H -0.6124 1.8341 4.4939 -0.007 -0.017 -0.004
H 2.7386 0.1811 -4.4454 0.009 0.007 0.001
H 0.2562 4.3898 1.4384 0.016 -0.010 0.026
H -6.4822 -1.6696 2.7364 0.006 -0.004 -0.005
H -2.7646 -2.9225 4.4544 -0.003 0.009 -0.002
H -1.5607 -2.0216 2.5196 0.051 0.001 -0.050
H 1.8721 2.4752 1.2515 -0.018 0.004 0.010
H 1.2532 3.3740 -2.2440 -0.013 -0.019 -0.021
```
Forces are in eV/Å.

The total charge is +2. As for the spin multiplicity: 2. As for the expectation value of S²: 0.7625. For the HOMO-LUMO gap (spin up / spin down), the calculation gives 7.32 / 6.57 eV.

2.
ORCA calculation (wB97M-V/def2-TZVPD) on a molecular structure, C22H29Br2EuO9Se.

```
64
Properties=species:S:1:pos:R:3:forces:R:3
Eu -0.7241 0.2710 -0.4869 1.064 -0.289 -0.973
Br -3.3667 -1.1497 -1.8124 -0.448 -0.308 -0.130
Br -2.3513 0.0977 -4.5165 -0.254 0.114 -0.027
Se 0.5318 1.7321 -2.8314 -0.147 0.312 0.389
O 0.6057 -0.0261 4.4363 -0.391 0.153 -1.118
O -3.1676 -2.6043 3.1887 -0.898 -0.710 -0.363
O -1.0107 -2.4564 5.0573 0.377 0.211 0.422
O -2.5162 1.7298 -0.5337 -0.707 0.833 0.745
O -2.0599 -1.1326 0.6472 0.035 -0.222 0.924
O 1.7693 -1.9501 2.2111 -1.838 -0.137 -1.010
O 0.0236 -2.0478 -1.3784 0.113 -0.439 0.349
O -0.3673 0.8155 1.6282 -0.690 -0.093 -0.441
O 1.6538 -0.2513 -0.0509 -0.104 -0.629 0.796
C -2.1834 -1.9463 3.0428 1.138 1.006 0.109
C 2.0084 -2.9446 3.1264 -1.122 -1.166 2.296
C -3.6844 -1.0468 -3.7061 0.171 -0.121 -0.580
C -4.5292 2.6170 -1.3564 1.056 0.704 0.112
C -3.5089 1.5661 0.5598 0.107 -1.084 0.114
C 3.8149 3.3411 -0.6653 0.231 -0.038 1.240
C -4.7364 2.3660 0.1696 -0.253 -0.082 -1.057
C 1.4000 -1.9372 -1.7529 1.337 1.324 0.173
C 3.3369 1.5061 -2.5834 0.210 -0.367 -0.595
C -0.2905 -3.3112 -0.7657 0.421 -1.203 -1.177
C -2.9825 2.7388 -1.4914 -0.282 -0.086 0.884
C 4.6243 1.6622 -2.0977 0.370 -2.037 -1.234
C -1.6825 -1.1336 1.9291 -0.930 -0.256 -1.480
C 2.3124 0.1776 1.1773 -1.001 0.171 0.397
C -0.2516 -0.4968 3.7154 -0.982 -0.939 0.557
C 4.8944 2.5645 -1.1042 0.937 1.507 0.446
C 2.4792 3.0994 -1.0692 1.738 1.666 -0.475
C 2.6973 -0.9274 2.1743 0.867 0.234 -0.332
C -1.1307 -1.7167 4.1249 0.093 -0.164 -0.138
C 2.2301 -1.4509 -0.5567 -0.806 -1.759 0.429
C -0.7935 -0.1879 2.3491 1.655 0.929 2.055
C 2.2756 2.2666 -2.1453 -1.214 -1.450 0.475
H 4.0824 4.0940 0.1065 -0.680 -0.420 -0.580
H 1.2513 -3.7741 3.0621 0.188 1.195 -0.088
H -2.6511 3.7486 -1.1555 -0.069 -0.697 -0.150
H 1.8745 -2.8740 -2.1083 -0.708 0.326 -0.021
H 5.3387 0.9360 -2.5557 -0.124 0.986 0.688
H -0.0920 -4.1426 -1.5098 0.328 0.883 0.920
H 2.7384 -0.4519 3.1749 0.520 -0.142 -0.421
H 3.1134 0.7565 -3.3390 0.308 0.110 -0.006
H 2.1767 -2.2604 0.2235 0.045 0.914 -0.649
H 1.9897 -2.5320 4.1650 -0.121 -0.307 -0.539
H 5.9507 2.8176 -0.7555 -1.639 -0.606 -0.443
H -4.8695 1.8129 -1.9831 -0.352 -0.409 -0.146
H -3.5167 -2.0209 -4.1471 0.035 -0.141 0.226
H -1.3238 -3.4029 -0.5799 -1.434 0.616 -0.041
H -2.4563 2.4847 -2.4291 -0.730 0.220 0.242
H 2.9186 -3.4974 3.0404 1.286 0.050 -0.576
H 1.7231 3.8013 -0.7802 -0.456 -0.028 0.494
H 3.1604 0.7234 0.8301 0.974 0.375 0.134
H 3.6299 -1.4128 1.8462 0.362 0.512 0.481
H -4.7031 -0.7378 -3.9600 0.402 0.280 0.379
H -4.9598 3.5663 -1.6832 -0.259 -0.240 0.011
H 1.4732 -1.1241 -2.5049 -0.359 -0.685 0.022
H -3.0542 1.7811 1.5343 0.054 0.650 -0.387
H -4.7005 3.2924 0.6610 0.364 1.618 0.567
H -3.6802 0.4973 0.6214 -0.299 -0.170 -0.263
H 3.2764 -1.3190 -0.7933 0.322 0.287 -0.432
H 1.6131 0.8623 1.6843 0.455 -0.323 -0.500
H -5.7558 2.0397 0.4813 0.959 -0.710 -0.530
H 0.1322 -3.4980 0.2207 0.774 0.272 -0.173
```
Forces are in eV/Å.

The total charge is 0. As for the spin multiplicity: 7. As for the expectation value of S²: 12.0161. For the HOMO-LUMO gap (spin up / spin down), the calculation gives 6.46 / 7.60 eV.

3.
ORCA calculation (wB97M-V/def2-TZVPD) on a molecular structure, C8H12CoN4S2Se2Te2.

```
31
Properties=species:S:1:pos:R:3:forces:R:3
Te -0.3334 4.7389 -0.4689 0.037 0.073 -0.114
Te -2.7850 3.6586 0.2897 -0.041 -0.069 -0.013
Se -2.8925 1.7455 -1.3118 0.008 0.120 0.037
Se 0.3501 3.0718 -2.1987 -0.192 0.138 0.092
Co -0.6181 0.9922 -1.1140 0.652 -0.273 0.100
S 0.1848 -2.4614 0.3399 -0.170 -0.388 0.109
S -1.2204 -1.1580 -2.0277 -0.331 0.065 0.037
N -1.5060 -5.8011 0.2561 0.021 -0.041 0.010
N -3.4479 -3.9605 -3.0671 -0.052 -0.005 -0.021
N 1.2488 0.1905 -1.0382 -0.211 0.202 -0.212
N -0.8385 0.5515 0.9657 -0.297 -0.168 -0.005
C 2.0397 1.6108 0.8168 -0.052 0.032 0.063
C -1.5750 -4.8235 -0.3560 -0.070 0.265 -0.187
C 1.4210 0.7430 1.9250 0.069 0.014 -0.006
C -2.6837 -3.7748 -2.2213 0.254 0.016 0.252
C -0.9871 -2.4843 -0.9271 0.172 -0.097 -0.220
C -0.0617 1.0170 2.1203 -0.085 0.019 -0.091
C -1.7328 -3.6487 -1.1581 -0.099 -0.166 0.032
C 2.4103 0.8666 -0.4501 0.020 0.053 -0.093
H -1.8326 0.7055 1.1220 0.102 0.135 -0.070
H -0.2246 2.0918 2.2375 -0.037 0.007 -0.010
H -0.7136 -0.4668 0.8819 -0.018 0.099 0.130
H 1.5498 -0.3239 1.7113 0.044 0.058 0.007
H 2.7797 1.5929 -1.1748 0.012 -0.012 -0.015
H -0.4077 0.5226 3.0361 0.001 -0.006 0.025
H 1.9289 0.9332 2.8750 -0.009 0.006 0.009
H 3.2112 0.1422 -0.2513 -0.023 -0.055 0.015
H 1.3336 2.3976 0.5360 0.059 0.013 0.048
H 1.4370 -0.0958 -1.9945 0.050 0.029 0.056
H 2.9366 2.1148 1.1895 0.014 -0.008 -0.018
H 1.0290 -0.6881 -0.5432 0.172 -0.057 0.053
```
Forces are in eV/Å.

The total charge is -2. As for the spin multiplicity: 2. As for the expectation value of S²: 0.8609. For the HOMO-LUMO gap (spin up / spin down), the calculation gives 5.35 / 5.30 eV.

4.
ORCA calculation (wB97M-V/def2-TZVPD) on 2 unconnected molecules or ions with the total composition C17H32F4NO3.

```
57
Properties=species:S:1:pos:R:3:forces:R:3
F -5.9834 -1.1584 2.0269 3.783 -0.832 -2.546
F 0.5810 -3.6129 -0.3703 -2.404 1.736 -1.118
F -4.7265 -2.9015 0.9932 -0.113 5.019 0.348
F -4.6927 -0.5675 0.0969 -0.221 -3.192 3.631
O -2.9697 -2.2931 3.0882 -1.575 1.222 -0.401
O 3.0152 0.1926 0.7102 -2.281 0.130 1.825
O 1.1819 3.5478 -3.4934 -0.135 0.172 0.175
N 1.8586 0.2623 1.3820 0.531 -0.913 -2.567
C -2.2585 -0.1632 1.7165 0.665 0.146 0.635
C -0.3704 0.1663 -0.0728 0.244 0.024 0.428
C -4.6907 -1.4257 1.3022 -1.302 -0.774 0.473
C 1.9528 2.7068 -4.3475 -0.519 -0.053 -0.398
C 0.1679 2.2090 1.7192 0.071 -0.953 0.721
C 1.5426 1.9162 -0.5037 -1.007 0.516 -0.065
C -0.0264 -1.5172 2.0766 -0.774 -0.826 0.484
C -1.6347 -2.2745 0.1278 -0.286 -0.201 -0.670
C 1.8137 -0.6472 3.7417 0.147 -0.070 -0.044
C 2.4963 -2.2135 1.7399 0.544 0.386 0.951
C -3.4361 -1.0875 2.3558 -1.166 1.036 1.488
C -0.6257 -2.9578 -0.9629 -1.219 -0.847 -0.920
C 1.2928 1.3402 -4.4383 0.075 -0.311 0.164
C -1.0458 -0.9764 0.9344 -0.619 0.462 -0.109
C 1.4719 -0.9490 2.1298 1.380 -2.617 2.572
C 2.0746 3.3556 -5.7171 0.283 0.202 -0.125
C 0.7816 1.0333 0.6997 0.010 3.170 -1.976
H -0.3513 -2.2378 -1.8749 -0.031 -1.511 2.381
H -2.6045 -1.9345 -0.4798 2.198 -0.748 0.994
H 0.3843 1.8396 2.8127 -0.521 0.823 -1.941
H 0.7022 3.2439 1.5881 -1.003 -2.135 0.073
H 3.5287 -1.9502 2.2768 -2.070 -0.628 -1.637
H 0.0327 -2.7040 1.9577 0.017 2.754 0.229
H 0.1198 -0.2839 -1.0334 -0.827 0.587 1.935
H 2.5401 4.3436 -5.6348 -0.003 -0.184 0.022
H -2.0125 -3.1570 0.8279 0.957 2.136 -1.144
H 0.9041 -0.0796 4.2665 2.037 -1.294 -1.078
H -2.7119 0.7278 1.0674 0.669 -2.303 1.298
H 2.9468 2.6064 -3.8980 -0.213 0.143 0.115
H 1.8952 1.2387 -1.4015 -0.460 1.390 2.091
H 0.7236 2.6497 -0.9416 1.597 -1.498 0.872
H 2.4028 2.6058 -0.0688 -1.747 -1.778 -0.961
H 2.7800 0.0161 3.8097 -1.893 -1.248 -0.178
H 2.6048 -2.3771 0.5871 -0.157 0.421 2.342
H 1.2006 0.8905 -3.4438 0.086 0.062 -0.159
H -1.7245 0.3836 2.6338 -1.322 -1.273 -1.908
H -3.6412 -2.5564 3.8032 1.256 0.856 -1.764
H 0.2974 3.6426 -3.8845 0.415 -0.060 0.119
H -1.1774 0.9554 -0.4620 1.666 -1.843 0.951
H 1.0874 3.5082 -6.1676 0.036 -0.158 0.046
H 2.0596 -1.6754 4.2954 -0.813 2.275 -1.155
H -0.9913 2.3299 1.6107 2.281 -0.128 0.051
H 0.2779 1.4213 -4.8435 0.114 0.069 -0.099
H -1.2402 -3.8473 -1.4705 1.448 1.841 1.233
H -3.9579 -0.4158 3.1961 0.867 -1.257 -2.182
H 2.1313 -3.2148 2.2553 0.463 2.196 -1.118
H 1.8707 0.6643 -5.0761 -0.100 0.039 0.055
H 2.6759 2.7402 -6.3934 -0.085 0.080 0.027
H -0.5235 -1.3583 3.1507 1.027 -0.257 -2.463
```
Forces are in eV/Å.

The total charge is 0. As for the spin multiplicity: 2. As for the expectation value of S²: 0.7547. For the HOMO-LUMO gap (spin up / spin down), the calculation gives 8.63 / 9.74 eV.

5.
ORCA calculation (wB97M-V/def2-TZVPD) on C6H10BNO2 in the gas phase.

```
20
Properties=species:S:1:pos:R:3:forces:R:3
O 0.4130 -2.6238 -0.1968 1.140 1.398 -0.199
O 1.9850 -0.7866 -0.8710 2.031 -1.764 -1.768
N -1.4400 -0.0831 0.2592 -0.033 -0.323 0.507
C -2.5054 0.4360 -0.1659 -0.585 1.970 0.854
C -0.2444 0.0545 -0.1248 1.994 -1.430 0.933
C -0.9456 2.0218 -1.1838 0.436 -0.655 -0.930
C -2.2114 1.5733 -1.1692 -1.798 -0.109 0.581
C 0.2513 1.4081 -0.3805 -0.229 1.531 1.436
C 1.4757 -1.2037 1.6501 1.384 -0.311 -0.765
B 1.1163 -1.3266 0.0733 -2.454 -1.075 0.239
H 0.2026 -3.0469 0.6386 0.051 0.007 -0.060
H 2.0889 -0.3622 1.9403 -0.271 0.791 0.025
H 0.3772 2.1100 0.5441 -0.321 -1.127 -1.260
H -3.3460 0.4326 0.5847 0.458 0.004 -1.424
H 2.2259 -2.0114 1.8425 -0.857 0.001 -0.086
H -3.1569 2.0955 -1.5698 2.065 -0.795 0.133
H -0.6017 2.7525 -1.9012 -0.409 0.646 0.279
H 1.2878 1.3577 -0.8093 -1.300 0.057 -0.190
H 2.4175 -1.4978 -1.4304 -0.894 1.333 1.021
H 0.6101 -1.2999 2.2698 -0.408 -0.150 0.674
```
Forces are in eV/Å.

The total charge is 0. For the HOMO-LUMO gap (spin up / spin down), the calculation gives 7.15 / 7.15 eV.

Number 1: M 941.867 g/mol, strongest force on any atom 0.04197 hartree/bohr. Number 2: M 828.197 g/mol, strongest force on any atom 0.05461 hartree/bohr. Number 3: M 700.399 g/mol, strongest force on any atom 0.01389 hartree/bohr. Number 4: M 374.439 g/mol, strongest force on any atom 0.09787 hartree/bohr. Number 5: M 138.963 g/mol, strongest force on any atom 0.06261 hartree/bohr.